No. 1
Here is a cluster of 21 separate species, C18H69ClO22 in total in a non-equilibrium geometry from the Open Molecules 2025 dataset. Energies are from ωB97M-V/def2-TZVPD.

Structure (XYZ):
```
110
Properties=species:S:1:pos:R:3:forces:R:3
Cl 2.455769 -2.932203 -6.654618 0.28 1.66 -0.32
O 2.086714 -0.812449 -2.556044 -0.23 -0.02 1.38
O 4.176338 -1.329729 -4.679652 0.00 0.30 0.23
C 1.591317 -1.241961 -0.122947 1.03 -0.03 -1.19
C -0.132885 -0.727613 -1.700343 -0.91 -0.43 3.21
C 0.694036 -1.394494 0.901466 0.33 0.20 0.35
C -1.073598 -0.803702 -0.597808 2.70 -0.61 -0.45
C 1.195244 -0.921962 -1.453071 1.79 -0.35 0.36
C -0.664218 -1.164881 0.707016 -0.31 0.67 -2.46
C -3.062595 -0.982397 1.537377 -0.10 1.33 -2.10
C -1.535073 -2.716974 2.382884 0.85 -0.23 -0.43
C -2.066402 -1.068186 5.200213 -0.30 -1.20 -0.14
C -0.659599 0.843507 5.184969 0.32 -1.35 -1.35
C -2.892313 1.026074 4.159481 -1.03 -0.69 0.54
C 3.023441 -1.188981 -6.863929 1.63 -0.04 0.82
C 4.345387 -0.969147 -6.066723 -2.46 0.03 1.31
C 3.528108 -0.604053 -2.405702 -0.81 -0.32 0.70
C 4.011074 -0.228207 -3.779130 -0.04 0.61 -0.78
C -1.002422 -0.317093 2.934591 0.70 0.99 1.72
C -1.599399 -1.258631 1.841975 0.11 -0.78 2.17
C -1.691005 0.058703 4.304121 -0.04 1.92 0.40
H 2.638328 -1.424768 0.101480 -0.02 0.03 -0.18
H -0.473496 -0.551293 -2.658289 -0.81 0.52 -1.81
H 1.083094 -1.612627 1.906092 -0.18 -0.03 -0.65
H -2.065294 -0.560957 -0.835588 -1.21 0.09 -0.07
H -3.457491 -1.587759 0.687167 0.65 0.42 0.24
H -3.681417 -1.316874 2.318522 -0.64 -0.05 1.36
H -3.281712 0.112091 1.290538 0.33 -1.47 0.37
H -1.869554 -3.396961 1.573877 0.01 0.15 0.70
H -0.518240 -3.048431 2.719294 -0.60 0.48 -0.59
H -2.129714 -2.782022 3.274934 -0.67 -0.35 0.07
H -2.995304 -1.512079 4.895052 -0.65 -0.39 -0.08
H -2.142775 -0.789557 6.238649 -0.29 0.42 0.32
H -1.332135 -1.855445 5.190012 0.50 -0.46 -0.15
H -1.150598 1.172500 6.069539 -0.34 -0.03 0.97
H 0.153776 0.113350 5.396150 -0.19 0.78 0.19
H -0.286288 1.737028 4.728250 0.52 0.35 -0.58
H -3.670725 0.582790 3.509276 0.52 0.58 -0.01
H -3.483020 1.190674 5.125374 1.19 -0.19 -0.92
H -2.537689 1.999312 3.807650 -0.36 -0.10 -0.20
H 2.304878 -0.408012 -6.616939 -0.46 -0.66 0.27
H 3.364583 -0.968643 -7.864202 -0.32 -0.55 -0.66
H 4.644635 0.066169 -6.140969 0.12 0.37 -0.22
H 5.100241 -1.587749 -6.454303 1.08 -0.82 -0.57
H 4.065419 -1.485321 -2.003201 -0.51 0.10 -0.35
H 3.776491 0.226960 -1.685594 -0.57 -0.50 -0.72
H 4.981369 0.256131 -3.600404 0.04 0.09 -0.38
H 3.278571 0.507766 -4.219212 0.67 -0.51 0.45
H -0.771427 0.667215 2.464006 -0.11 -0.55 0.18
H -0.009402 -0.693879 3.357947 -1.07 0.16 -1.18
O 1.839049 2.302179 -2.649471 0.87 -0.83 0.83
H 2.753902 2.715841 -2.524227 -1.87 -1.27 0.20
H 1.804181 1.445674 -2.111937 0.31 1.96 -1.02
O 0.226111 2.015187 0.315946 0.86 -0.96 1.32
H 0.784652 2.223273 1.133559 -1.22 -0.77 -1.77
H 0.140652 1.009843 0.240177 0.30 1.85 0.43
O 1.122616 -0.618418 -9.543504 1.57 0.32 -1.22
H 2.067411 -0.444997 -9.225623 -2.01 -0.21 -1.17
H 1.113354 -0.555719 -10.553329 0.40 -0.04 2.29
O 3.845001 1.747249 -8.712491 0.18 -0.29 1.52
H 2.986201 1.615602 -8.193941 1.62 0.46 -0.54
H 4.600185 1.858822 -8.048406 -1.72 -0.26 -1.13
O 4.616466 -2.277897 1.513698 0.38 0.26 1.97
H 5.158940 -2.901108 2.097730 -1.28 1.60 -1.07
H 4.278747 -1.518900 2.091303 0.78 -1.76 -0.83
O -2.642503 2.047990 -0.403957 0.60 1.12 1.60
H -3.041110 2.264813 0.500400 1.15 -0.35 -1.95
H -1.695826 2.404538 -0.424786 -1.66 -0.72 0.51
O 4.448730 2.912949 -2.442824 2.32 0.12 -1.14
H 4.606257 3.136757 -3.416918 0.06 -0.52 2.20
H 5.334808 2.646521 -2.033383 -1.83 0.64 -1.11
O -6.320409 -1.517389 2.693825 -0.79 2.19 -0.65
H -6.836600 -1.335331 1.842847 1.09 -0.08 1.93
H -6.165842 -0.634695 3.163634 -0.48 -1.70 -1.23
O 1.650427 1.999950 -7.105462 -0.37 1.66 1.23
H 1.719465 3.007992 -7.052140 -0.34 -2.26 0.03
H 1.153144 1.674357 -6.286644 0.47 0.59 -1.02
O -5.706850 2.125894 6.530656 1.17 1.41 1.37
H -5.831691 3.110395 6.727966 0.47 -2.09 -0.09
H -4.903241 1.799479 7.051640 -1.51 0.94 -1.06
O 0.164314 0.920804 -4.971456 0.41 -0.99 1.53
H 0.340780 -0.068203 -4.851111 -0.33 2.14 0.07
H 0.226817 1.364755 -4.064395 0.21 -1.07 -1.67
O -5.627368 2.642395 3.750465 -0.21 1.48 1.17
H -5.791809 2.364280 4.709303 0.48 0.76 -1.75
H -5.552278 3.651050 3.723338 -0.24 -2.29 0.30
O 2.746198 -0.411262 3.900623 0.60 -0.05 1.94
H 3.230816 0.343008 4.369645 -1.14 -1.73 -0.83
H 2.536634 -1.125532 4.585940 0.62 1.71 -1.27
O -7.110310 -0.108419 7.415104 1.81 0.25 0.46
H -6.358748 -0.663300 7.803717 -1.44 1.48 -0.79
H -6.748195 0.814188 7.211566 -0.51 -2.00 0.43
O 6.224899 -3.349942 -4.479667 -1.45 -1.14 -0.85
H 6.069161 -4.335835 -4.645566 0.07 2.31 0.25
H 5.395762 -2.846955 -4.768277 1.38 -1.19 0.84
O 2.039397 2.618043 5.303793 1.88 -0.34 1.06
H 2.801220 3.271847 5.429983 -1.52 -1.62 -0.03
H 2.246263 1.785666 5.840556 -0.32 2.02 -0.98
O 5.762866 2.336810 -6.546675 -0.61 1.73 1.00
H 5.033481 2.415303 -5.849826 1.54 0.16 -1.58
H 6.103038 3.267115 -6.753012 -0.94 -1.87 0.61
O -5.019662 -3.827883 2.307434 0.32 0.78 -1.75
H -4.759661 -3.971025 1.340134 -0.61 0.56 2.16
H -5.311210 -2.865119 2.416258 0.41 -1.71 -0.41
O -3.438891 0.654901 -2.722407 0.08 1.68 0.09
H -3.586074 1.447465 -3.333916 0.42 -1.62 1.67
H -3.202325 1.005644 -1.803290 -0.50 -0.03 -1.82
O -4.027217 -1.585584 8.229632 0.43 -1.89 -0.07
H -4.351181 -2.264860 7.553325 0.96 1.20 1.59
H -3.405858 -2.055381 8.875355 -1.47 0.74 -1.59
```
Forces are in eV/Å.

Calculated values
**Total charge**: 0
**E_HOMO**: -0.3132 Ha
**2S+1**: 1
**E_tot**: -2842.5705 a.u.

---

No. 2
Here is an isolated molecule of C22H22O8 from the Open Molecules 2025 dataset. Energies are from ωB97M-V/def2-TZVPD.

Structure (XYZ):
```
52
Properties=species:S:1:pos:R:3:forces:R:3
C 6.214137 -2.135277 -0.029351 0.05 0.29 0.30
C 6.888520 -0.991617 0.723700 0.10 -0.15 -0.17
O 6.422866 -0.797378 2.048109 0.08 -0.02 0.02
C 5.054596 -0.529697 2.212762 -0.24 0.29 -0.18
C 4.566153 0.755622 1.534974 0.37 -0.04 0.58
O 4.177548 0.463103 0.190776 -0.04 -0.34 -0.08
C 4.545696 1.293475 -0.773992 -0.01 0.08 -0.25
O 5.166448 2.311394 -0.624771 0.00 0.00 -0.12
C 4.104828 0.776871 -2.145114 0.13 0.21 0.05
O 3.219555 -0.310943 -2.094534 -0.12 -0.13 0.00
C 1.984408 -0.129531 -1.563511 -0.43 0.07 0.09
C 1.184669 -1.283354 -1.490426 0.10 0.01 -0.03
C -0.079125 -1.214821 -0.970710 0.12 0.15 -0.02
C -0.606145 -0.000433 -0.509594 0.17 0.35 -0.02
C -1.951071 0.051610 0.071260 -0.01 -0.01 0.17
O -2.655977 -0.929529 0.235322 0.21 0.16 0.00
C -2.342701 1.417703 0.465104 0.26 0.16 -0.15
O -3.537904 1.653377 1.074910 0.25 0.00 0.22
C -4.650179 0.970911 0.617310 -0.67 -0.10 -0.15
C -5.602026 0.590215 1.548807 0.53 0.26 -0.19
C -6.772708 -0.026047 1.143479 -0.29 -0.18 -0.18
C -6.999771 -0.271783 -0.205704 0.16 0.10 0.02
O -8.112273 -0.873434 -0.715614 0.17 0.06 -0.18
C -9.103639 -1.315222 0.178697 -0.12 -0.05 0.10
C -6.040142 0.122676 -1.138679 -0.19 -0.09 0.11
C -4.879607 0.744452 -0.735316 0.07 0.16 0.24
C -1.478029 2.447587 0.335273 -0.72 -0.31 0.18
O -0.230836 2.351565 -0.156212 0.21 0.09 -0.05
C 0.194032 1.143575 -0.589490 -0.01 -0.89 -0.19
C 1.486140 1.080736 -1.115153 0.11 0.15 -0.06
H 6.213601 -3.034457 0.582299 0.00 -0.12 0.02
H 6.767801 -2.334358 -0.942915 0.05 -0.04 -0.12
H 5.189817 -1.885611 -0.296385 -0.09 -0.05 -0.05
H 6.805651 -0.060724 0.145241 0.06 -0.02 0.07
H 7.950886 -1.210394 0.858248 -0.09 0.08 -0.12
H 4.926705 -0.429369 3.292807 -0.12 0.01 -0.10
H 4.434017 -1.363180 1.857652 0.01 0.04 0.10
H 3.683134 1.138085 2.054543 0.07 -0.02 -0.07
H 5.348117 1.521297 1.530875 -0.14 -0.11 0.06
H 4.996517 0.404919 -2.660355 -0.12 0.13 0.09
H 3.700206 1.616594 -2.724654 0.06 -0.10 0.13
H 1.598098 -2.211410 -1.850069 0.04 -0.13 -0.04
H -0.706891 -2.089562 -0.898735 -0.05 -0.08 0.00
H -5.416762 0.777847 2.594615 0.03 0.02 0.12
H -7.492446 -0.314900 1.892663 -0.09 -0.03 0.04
H -9.876421 -1.769949 -0.439318 0.02 0.02 0.09
H -8.712210 -2.062992 0.875939 -0.01 0.03 -0.01
H -9.537011 -0.482976 0.743398 0.02 -0.03 0.00
H -6.229663 -0.069324 -2.182634 -0.02 -0.02 -0.13
H -4.145556 1.050296 -1.466908 0.05 0.02 -0.07
H -1.723242 3.450095 0.653536 -0.01 0.01 -0.02
H 2.058187 1.994255 -1.142167 0.08 0.11 -0.02
```
Forces are in eV/Å.

Calculated values
**Total charge**: 0
**Structure (SMILES)**: CCOCCOC(=O)COc1ccc2c(=O)c(Oc3ccc(OC)cc3)coc2c1
**E_HOMO**: -0.2888 Ha
**2S+1**: 1
**E_tot**: -1453.4082 a.u.